[1]
This record from OMol25 describes a molecular structure, C19H47B2NNbO9 at a distorted geometry. The level of theory is the ωB97M-V functional and the def2-TZVPD basis.

```
79
Properties=species:S:1:pos:R:3:forces:R:3:mulliken_charge:R:1
C 1.3878 -3.8316 1.0421 -0.031 -0.126 0.147 -1.56
C 0.7252 -2.6033 0.4236 0.161 -0.091 0.079 0.83
C 1.5801 -1.8440 -0.6001 0.199 -0.023 -0.217 -0.82
O 1.7480 -0.4933 -0.2367 -0.315 -0.117 0.112 -0.22
C 1.3793 0.4875 -1.2307 0.704 0.020 0.453 -0.64
Nb 0.6839 2.5000 -0.2974 -2.418 -0.254 -0.602 -0.91
C -0.1421 3.6007 -2.1070 1.045 0.711 0.119 -1.04
C 0.4258 4.8829 -2.7357 -0.354 0.078 -0.222 -0.41
C 0.5881 6.0366 -1.7495 0.046 0.049 -0.069 -0.30
O 0.0341 7.2341 -2.3269 -0.078 0.208 0.129 -0.57
C -0.9192 1.2359 0.6745 0.490 -0.603 -0.145 -0.61
C -2.2829 1.2593 -0.0340 0.017 0.037 0.147 -0.91
C -2.3353 0.4533 -1.3301 -0.241 0.011 -0.014 -0.58
C -2.2333 -1.0513 -1.0761 0.250 0.027 -0.291 1.49
C -2.8590 -1.8573 -2.2001 -0.025 0.171 -0.011 -0.92
O -2.6238 -3.2537 -2.0980 -0.080 -0.073 -0.072 -0.33
C -1.3838 -3.6553 -2.6325 0.081 -0.002 0.016 -0.58
B 2.0407 1.9863 1.6002 0.174 0.605 -0.182 0.36
N 1.3933 1.9357 2.9497 0.005 0.008 0.010 -0.62
O 3.3835 1.6729 1.6260 -0.070 -0.736 -0.175 -0.50
B 2.8538 3.1035 -1.0244 -0.103 0.031 0.141 0.22
O 3.8004 3.8464 -0.2892 0.164 0.668 -0.660 -0.43
O 3.2661 2.7647 -2.2995 0.101 -0.272 -0.068 0.04
C 4.5105 3.1988 -2.8408 -0.049 0.018 0.073 -0.20
C 4.6467 2.6534 -4.2617 -0.108 -0.090 -0.008 -1.17
H 1.3548 -4.7038 0.3834 0.071 0.068 -0.070 0.37
H 0.8695 -4.1095 1.9626 -0.021 -0.063 -0.035 0.27
H 2.4331 -3.6483 1.3033 -0.024 0.084 -0.048 0.41
H 0.4846 -1.8959 1.2183 -0.068 0.057 -0.066 0.05
H -0.2128 -2.9162 -0.0412 -0.066 0.087 0.226 -0.35
H 2.5715 -2.3191 -0.6792 -0.049 -0.007 -0.018 0.48
H 1.1231 -1.8928 -1.5996 0.070 -0.035 0.052 0.44
H 2.2238 0.5980 -1.9226 -0.147 -0.061 -0.137 0.73
H 0.5311 0.0846 -1.8156 -0.055 0.186 0.058 0.31
H 0.5693 4.0462 0.7398 0.561 -0.073 0.145 -0.13
H -0.0572 2.8120 -2.8770 -0.061 -0.204 0.213 0.27
H -1.2188 3.7687 -1.9386 0.011 -0.242 0.266 0.65
H -0.2502 5.2696 -3.5105 0.060 -0.031 -0.043 0.49
H 1.3690 4.6554 -3.2378 0.030 0.033 0.103 0.03
H 1.6480 6.2224 -1.5351 -0.025 -0.142 0.158 0.12
H 0.0736 5.8000 -0.8154 0.070 -0.018 -0.011 0.25
H -0.0548 7.8834 -1.6178 0.055 -0.160 -0.189 0.30
H -0.6366 0.1945 0.8675 -0.027 0.040 0.071 -0.16
H -1.0106 1.7012 1.6665 0.112 0.126 -0.064 0.55
H -3.0375 0.8195 0.6367 -0.081 0.105 -0.037 0.47
H -2.6275 2.2848 -0.2148 0.112 0.020 -0.094 0.37
H -3.2779 0.6673 -1.8514 -0.026 -0.014 0.046 0.34
H -1.5364 0.7562 -2.0153 -0.051 0.051 0.031 0.26
H -1.1770 -1.3240 -1.0217 -0.054 0.004 0.212 -0.98
H -2.7061 -1.3107 -0.1239 0.061 -0.035 -0.012 0.13
H -3.9445 -1.7302 -2.2104 -0.001 -0.006 0.061 0.31
H -2.4847 -1.4812 -3.1640 0.007 -0.093 -0.009 0.34
H -0.5350 -3.3527 -2.0075 -0.097 0.004 -0.079 0.12
H -1.3961 -4.7437 -2.6975 0.012 0.026 0.003 0.25
H -1.2372 -3.2383 -3.6373 -0.002 -0.043 0.021 0.34
H 1.6311 1.0382 3.3721 0.051 0.024 0.000 0.19
H 1.8492 2.6251 3.5462 -0.124 0.081 -0.001 0.22
H 3.6858 1.4498 0.7342 0.007 0.359 0.238 0.27
H 3.4569 4.7069 -0.0165 -0.113 -0.526 0.392 0.25
H 4.5386 4.2920 -2.8359 0.098 -0.037 0.035 0.24
H 5.3239 2.8442 -2.2035 0.007 0.068 -0.027 0.30
H 4.5690 3.4381 -5.0155 0.052 -0.010 0.013 0.30
H 5.5848 2.1147 -4.4051 0.027 0.098 -0.036 0.32
H 3.8346 1.9485 -4.4414 0.009 -0.022 0.018 0.27
C -2.4821 -4.8340 6.6858 -0.001 -0.057 -0.071 -1.08
C -2.0396 -3.5998 5.9315 0.025 0.104 0.066 -0.23
O -1.7790 -3.8816 4.5462 -0.008 -0.048 0.020 -0.33
C -2.8575 -3.9800 3.7688 -0.022 0.062 -0.041 0.75
O -4.0023 -3.8492 4.1248 0.008 -0.036 0.016 -0.58
O -2.4522 -4.2406 2.5310 0.024 -0.067 0.007 -0.25
C -3.5016 -4.4132 1.5704 0.081 0.055 -0.098 -0.62
H -1.7484 -5.6325 6.5699 0.015 0.007 0.031 0.29
H -2.5788 -4.6020 7.7472 0.004 0.001 0.003 0.36
H -3.4447 -5.1862 6.3189 -0.012 0.018 0.008 0.31
H -1.0897 -3.2274 6.3094 0.015 -0.010 -0.025 0.31
H -2.7778 -2.8017 6.0017 -0.037 -0.028 -0.031 0.32
H -4.1848 -3.5675 1.5947 -0.008 -0.002 0.011 0.32
H -4.0482 -5.3342 1.7694 -0.020 0.017 0.044 0.34
H -3.0051 -4.4673 0.6060 -0.020 0.031 -0.015 0.09
```
Positions in Å, forces in eV/Å.

Its total energy is -1590.6683 hartree. The calculation puts the molar mass at 548.11 g mol⁻¹. The gap between HOMO and LUMO is 6.336 eV. The maximum force comes out at 2.50 eV/Å. The HOMO energy comes out at -3.8406 eV. As for the total charge: -1.



[2]
This record from OMol25 describes 2 unconnected molecules or ions with the total composition C33H57Br2IN5O4PS at a distorted geometry. The level of theory is the ωB97M-V functional and the def2-TZVPD basis.

```
104
Properties=species:S:1:pos:R:3:forces:R:3:mulliken_charge:R:1
C -0.5145 0.5085 4.0400 0.277 -0.701 -0.158 -1.36
C -0.8786 -0.9669 3.7876 0.820 0.248 0.820 -0.55
C 0.0718 -1.6010 2.7531 -0.980 0.094 -0.089 -0.57
Br 1.8035 -2.0510 3.5765 -0.035 0.115 -0.172 -0.07
C -0.5288 -2.7883 2.0297 0.294 -0.062 0.031 -0.09
C -0.6932 -2.7788 0.6576 -0.072 0.042 -0.276 -0.18
C -0.2140 -1.5876 -0.1583 0.155 -0.144 0.741 -0.10
C -1.1254 -0.3184 -0.1470 0.537 -0.531 0.472 -1.24
C -2.4728 -0.4202 0.5780 -0.832 0.983 -0.927 -0.27
C -3.3885 0.7007 0.0274 -0.243 -0.451 0.054 -1.25
C -3.8630 0.4461 -1.4019 -0.159 0.517 -0.352 0.63
C -4.5553 1.6858 -2.0090 0.413 -0.803 -0.329 -1.15
O -3.8501 2.8637 -1.6943 -0.597 0.413 -0.550 -0.43
C -2.6643 2.9902 -2.4475 0.927 -0.111 0.397 -0.51
C -1.2784 -3.9016 -0.0460 -0.321 -0.303 0.650 1.66
C -1.4079 -3.9165 -1.5615 0.226 0.478 0.316 -0.99
C -2.2137 -2.7486 -2.1842 0.695 0.266 -0.318 -0.02
C -1.4768 -1.9319 -3.2717 -0.534 -0.391 -0.465 0.48
C -0.6935 -2.7793 -4.3003 -0.022 0.404 0.316 -1.34
C 0.8250 -2.7921 -4.1024 -0.070 0.038 -0.742 -0.40
C 1.4856 -1.4147 -4.2354 0.957 -0.727 0.451 -0.83
O 1.5371 -0.7043 -2.9996 -0.244 0.236 -0.439 0.00
C 2.6073 -1.1168 -2.1848 -0.181 0.132 0.586 -1.07
C -1.6752 -4.9732 0.7260 -0.102 -0.022 -0.505 -0.37
I -2.5403 -6.7060 -0.1469 0.116 0.261 0.237 0.04
C -1.5123 -5.0004 2.1373 -0.389 -0.794 0.015 0.70
N -1.9443 -6.1008 2.8215 0.293 0.467 0.333 -0.50
C -1.7320 -6.0890 4.1056 -0.435 -0.301 -0.789 0.85
S -2.2206 -7.4952 5.0699 0.048 -0.100 0.586 -0.24
C -1.0927 -4.9902 4.7583 -0.130 0.009 1.485 -0.24
C -0.8319 -5.0596 6.2565 0.650 0.138 -1.559 -1.24
C 0.4994 -5.7635 6.5328 -0.267 -0.064 0.165 0.56
O 1.0670 -5.6758 7.5534 0.311 0.077 0.775 -0.44
Br 1.3722 -6.8341 5.1268 -0.276 0.178 -0.101 -0.15
N -0.7034 -3.9039 4.1536 -0.721 -1.207 -0.742 0.18
C -0.9224 -3.9260 2.8044 0.415 1.284 -0.688 0.12
H -0.8409 0.7999 5.0372 -0.216 0.287 -0.182 0.44
H -0.8872 1.1738 3.2599 -0.079 0.082 0.139 0.24
H 0.5787 0.5564 4.0449 -0.049 0.231 0.021 0.31
H -1.9239 -1.1028 3.5127 0.041 -0.043 -0.155 0.68
H -0.7181 -1.4767 4.7375 -0.248 -0.202 -0.109 0.24
H 0.3108 -0.8085 2.0546 0.179 -0.147 -0.122 0.19
H 0.0265 -1.9416 -1.1563 -0.143 0.263 -0.104 -1.26
H 0.7372 -1.2886 0.2860 0.133 -0.102 -0.267 1.11
H -0.5679 0.4739 0.3640 -0.025 0.062 -0.155 0.65
H -1.2273 0.0182 -1.1782 -0.237 0.022 0.059 0.52
H -3.0112 -1.3565 0.4127 0.315 -0.198 0.198 0.52
H -2.3904 -0.2306 1.6459 0.268 -0.338 0.066 0.05
H -4.3014 0.7908 0.6276 0.183 0.009 0.209 0.49
H -2.8691 1.6579 0.1052 -0.041 -0.009 -0.123 0.32
H -3.0480 0.2001 -2.0890 0.153 -0.079 0.249 -0.56
H -4.5633 -0.3949 -1.4538 0.065 -0.018 0.130 0.52
H -5.6043 1.7560 -1.7173 0.155 0.348 0.362 0.40
H -4.5430 1.5472 -3.1003 -0.236 0.079 0.034 0.46
H -1.8122 2.7192 -1.8089 0.059 0.001 -0.162 0.09
H -2.6294 2.3438 -3.3317 -0.246 -0.008 0.043 0.28
H -2.4881 4.0149 -2.7801 -0.350 0.067 0.155 0.34
H -1.8691 -4.8369 -1.8974 0.118 -0.132 0.215 0.11
H -0.3792 -3.9500 -1.9328 -0.098 0.130 -0.180 -0.02
H -3.1086 -3.1608 -2.6550 -0.050 -0.016 0.171 0.78
H -2.5339 -2.0382 -1.4272 -0.176 -0.171 0.091 -0.89
H -2.2688 -1.4185 -3.8285 0.081 0.143 0.112 0.58
H -0.8355 -1.1497 -2.8671 0.036 -0.112 0.100 -0.48
H -1.1008 -3.7942 -4.3350 0.103 -0.009 0.030 0.33
H -0.8722 -2.3478 -5.2905 0.037 -0.102 -0.009 0.52
H 1.2437 -3.4142 -4.9032 0.028 -0.028 0.104 0.46
H 1.1614 -3.2487 -3.1693 -0.168 0.025 0.058 0.19
H 2.5323 -1.5899 -4.5259 -0.089 0.064 -0.191 0.46
H 1.0518 -0.8020 -5.0270 -0.321 0.140 0.314 0.33
H 3.5736 -1.0688 -2.6987 -0.074 -0.030 -0.094 0.45
H 2.4562 -2.1204 -1.7658 0.084 -0.053 -0.213 0.39
H 2.6275 -0.4385 -1.3294 0.068 0.057 -0.098 0.14
H -3.1818 -8.0492 4.3110 0.226 0.433 -0.348 0.18
H -1.6570 -5.5228 6.7930 0.192 -0.120 0.192 0.55
H -0.6628 -4.0342 6.5853 -0.124 -0.080 0.231 0.24
O 0.6645 4.0054 -0.3710 0.378 -1.022 3.346 -0.75
P 2.0918 4.4374 -0.2075 1.005 2.588 -6.312 0.77
N 1.8951 6.1351 -0.4681 -0.197 0.048 0.509 0.09
C 2.9066 7.0623 -0.9358 0.499 0.042 0.178 -0.74
C 0.9820 6.7963 0.4624 -0.466 -0.267 0.072 -1.01
N 2.7201 3.6834 -1.6283 -0.167 -0.265 -0.072 0.35
C 3.5022 4.3805 -2.6296 0.551 0.017 0.231 -1.26
C 1.8655 2.6958 -2.2829 -0.225 0.006 0.107 -0.72
N 3.7032 4.5697 0.4515 -1.294 -1.785 2.207 -0.03
C 4.4298 3.2767 0.5493 0.287 -0.163 -0.300 -1.04
C 3.7000 5.1175 1.8333 -0.040 0.640 -0.061 -1.08
H 3.6659 7.3105 -0.1791 0.005 -0.005 -0.013 0.26
H 2.4286 8.0002 -1.2276 -0.158 -0.058 0.111 0.39
H 3.4199 6.7159 -1.8254 0.023 -0.178 0.105 0.19
H 1.4076 6.9114 1.4691 -0.004 0.154 -0.030 0.26
H 0.0554 6.2308 0.5606 0.086 -0.110 -0.027 0.19
H 0.7084 7.7885 0.1014 0.122 -0.012 -0.116 0.42
H 2.8950 5.0822 -3.2153 0.048 0.032 -0.024 0.34
H 3.9471 3.6632 -3.3252 -0.157 -0.088 0.011 0.40
H 4.3502 4.9040 -2.1862 -0.131 0.126 0.086 0.36
H 1.0759 3.1680 -2.8815 -0.045 -0.081 0.006 0.28
H 1.3986 2.0352 -1.5571 -0.092 0.079 -0.008 -0.05
H 2.4624 2.0622 -2.9434 0.123 0.125 0.010 0.32
H 3.8778 2.5392 1.1388 0.094 -0.023 0.089 0.36
H 5.4017 3.4385 1.0179 -0.116 0.172 0.144 0.41
H 4.6298 2.8510 -0.4281 -0.226 0.100 -0.091 0.28
H 3.0500 4.5467 2.5015 0.107 -0.037 0.095 0.37
H 3.3772 6.1578 1.8473 -0.122 -0.038 -0.146 0.25
H 4.7081 5.1086 2.2446 0.034 -0.108 -0.106 0.40
```
Positions in Å, forces in eV/Å.

Its total energy is -8051.5758 hartree. The calculation puts the molar mass at 937.60 g mol⁻¹. The gap between HOMO and LUMO is 7.953 eV. The maximum force comes out at 6.90 eV/Å. The HOMO energy comes out at -8.4963 eV. Its structure (SMILES) is CC[C@@H](Br)c1c(CCCCCCOC)c(CCCCCCOC)c(I)c2nc(S)c(CC(=O)Br)nc12.CN(C)P(=O)(N(C)C)N(C)C.